(1)
Here is 2 unconnected molecules or ions with the total composition C9H20N2O from OMol25. Energies are from ωB97M-V/def2-TZVPD.

Geometry as XYZ:
```
32
Properties=species:S:1:pos:R:3:lowdin_charge:R:1
C 2.6457 2.7015 -0.0836 -0.10
C 2.6490 1.2338 -0.1624 -0.08
C 2.6871 0.0335 -0.2283 0.01
C 2.6395 -1.4345 -0.3206 -0.45
C 2.5123 -2.0686 1.0465 -0.05
C -0.8749 0.8607 0.9936 -0.09
C -2.5260 2.0345 -0.2638 -0.12
C -1.9792 -0.1858 -0.8979 -0.23
C -1.8568 -1.6412 -0.4468 -0.29
H 3.4925 3.1086 -0.6294 0.07
H 2.7517 2.9859 0.9840 0.09
H 1.7280 3.1214 -0.4756 0.06
H 3.5650 -1.8136 -0.7910 0.14
H 2.4430 -3.1620 0.9655 0.09
H 1.5968 -1.6891 1.5238 0.08
H 3.3840 -1.8224 1.6692 0.09
H 1.5646 -1.4301 -1.9670 0.10
H -0.3822 -0.1213 1.1026 0.07
H -1.0948 1.2350 2.0110 0.09
H -0.1512 1.5288 0.4974 0.07
H -2.7130 2.7193 0.5581 0.08
H -1.7815 2.4730 -0.9438 0.08
H -3.4729 1.9363 -0.8324 0.09
H -1.1146 0.0652 -1.5506 0.12
H -2.8822 -0.0683 -1.5369 0.12
H -0.8412 -1.8105 -0.0357 0.08
H -1.9581 -2.2906 -1.3272 0.11
H -3.7813 -1.9933 0.1470 0.06
H -2.8151 -1.3715 1.3298 0.07
N -2.0897 0.7472 0.2142 -0.29
N -2.8440 -2.0422 0.5459 -0.01
O 1.4993 -1.8395 -1.0955 -0.05
```

Its spin multiplicity is 1. The SMILES is CC#C[C@@H](C)O.CN(C)CCN. Its maximum force is 1.0 eV Å⁻¹. The calculation puts the energy above the lowest of the compared OMol25 structures with the same formula, charge and spin at 52.9 kcal/mol. For the orbital gap, the calculation gives 9.19 eV.


(2)
Here is 2 unconnected molecules or ions with the total composition C9H20N2O5S from OMol25. Energies are from ωB97M-V/def2-TZVPD.

Geometry as XYZ:
```
37
Properties=species:S:1:pos:R:3:lowdin_charge:R:1
C -2.5517 0.6556 -0.2569 -0.30
C -2.3915 1.9531 0.5269 -0.49
C -1.3729 -0.2809 0.0549 -0.23
C -1.5624 -1.6500 -0.5892 -0.46
C -0.2308 -3.0869 1.3842 -0.37
C 2.2412 0.6343 -0.8158 -0.25
C 1.2450 0.8113 -1.9685 -0.48
C 1.6315 -0.1793 0.3490 -0.43
C 2.6733 -0.4891 1.4187 -0.02
H -1.9062 1.4961 -1.9751 0.08
H -3.5172 1.3905 -1.8862 0.08
H -3.4737 0.1764 0.0968 0.16
H -1.2715 -0.3730 1.1419 0.12
H -0.4486 0.1708 -0.3204 0.07
H -2.4652 -2.1361 -0.1987 0.08
H -1.7050 -1.5274 -1.6653 0.07
H 0.5218 -3.8471 1.6081 0.04
H -1.2123 -3.4755 1.6729 0.04
H -0.0030 -2.1936 1.9726 0.03
H -2.3668 2.6383 2.2650 0.13
H 3.5783 2.0390 -0.1301 0.09
H 2.3217 2.6491 -1.0071 0.08
H 3.1054 0.0875 -1.2295 0.17
H 1.2192 -1.1301 -0.0135 0.03
H 0.8852 1.4531 0.9554 0.12
H 3.4856 -1.1147 1.0266 0.09
H 2.1979 -1.0167 2.2502 0.08
H 3.1020 0.4412 1.8078 0.08
H 0.9518 -1.0765 -1.9318 0.06
N -2.6631 0.8777 -1.6866 0.07
N 2.5859 1.9548 -0.3118 0.07
O -2.1719 3.0351 0.0365 0.11
O -2.5044 1.7671 1.8563 0.11
O 0.9944 1.8821 -2.4568 0.12
O 0.5456 0.5434 0.8713 -0.12
O 0.6884 -0.3081 -2.4588 0.12
S -0.1560 -2.7713 -0.3928 0.85
```

Its spin multiplicity is 1. The SMILES is C[C@@H](O)[C@H](N)C(=O)O.CSCC[C@H](N)C(=O)O. Its maximum force is 4.5 eV Å⁻¹. The calculation puts the energy above the lowest of the compared OMol25 structures with the same formula, charge and spin at 1.6 kcal/mol. For the orbital gap, the calculation gives 9.26 eV.


(3)
Here is a gas-phase ion, C9H20N3O2 (charge +1) from OMol25. Energies are from ωB97M-V/def2-TZVPD.

Geometry as XYZ:
```
34
Properties=species:S:1:pos:R:3:lowdin_charge:R:1
N 4.2456 -1.1439 0.5933 0.00
C 3.9195 -0.4776 -0.6710 -0.27
C 2.9476 0.7245 -0.4327 -0.20
C 2.0626 0.5259 0.8000 -0.22
C 0.8687 1.5080 0.8515 -0.17
C -0.0051 1.3400 -0.4072 -0.10
N -1.4442 0.9960 -0.0652 -0.09
C -1.4904 -0.4350 0.3659 -0.09
C -2.8867 -0.8817 0.8674 -0.12
C -3.4348 -2.0110 -0.0049 -0.26
O -4.0461 -1.4782 -1.1659 -0.05
N -2.1837 1.1172 -1.3130 0.17
C -3.3009 1.6559 -1.1699 -0.23
O -4.4265 1.8481 -1.0729 0.28
H 4.6286 -2.0528 0.3685 0.07
H 4.9534 -0.5845 1.0521 0.08
H 4.7962 -0.0408 -1.1643 0.11
H 3.4537 -1.1455 -1.3951 0.11
H 2.3793 0.8272 -1.3625 0.10
H 3.5298 1.6402 -0.3069 0.11
H 1.6449 -0.4834 0.8548 0.11
H 2.6911 0.6758 1.6746 0.11
H 1.2725 2.5193 0.9116 0.12
H 0.2896 1.3489 1.7672 0.11
H -0.0241 2.2776 -0.9542 0.14
H 0.3416 0.5125 -1.0157 0.12
H -1.8176 1.6270 0.6449 0.20
H -1.2623 -1.0120 -0.5275 0.14
H -0.7543 -0.6634 1.1325 0.13
H -2.7729 -1.2905 1.8717 0.12
H -3.6210 -0.0739 0.9102 0.12
H -4.1061 -2.6499 0.5745 0.13
H -2.6033 -2.6574 -0.3140 0.12
H -3.8447 -2.0625 -1.8981 0.10
```

The net charge is +1. Its spin multiplicity is 1. The SMILES is NCCCCC[N@H+](CCCO)N=C=O. Its maximum force is 2.1 eV Å⁻¹. The calculation puts the energy above the lowest of the compared OMol25 structures with the same formula, charge and spin at 20.2 kcal/mol. For the orbital gap, the calculation gives 8.36 eV.


(4)
Here is a gas-phase ion, C9H20N4O3P (charge +1) from OMol25. Energies are from ωB97M-V/def2-TZVPD.

Geometry as XYZ:
```
37
Properties=species:S:1:pos:R:3:lowdin_charge:R:1
C 3.2382 -1.3509 1.4316 -0.05
C 2.1524 -1.1041 0.4062 -0.30
O 2.6887 -0.5603 -0.8089 -0.17
P 2.1797 0.8669 -1.3325 0.48
O 3.2472 1.5549 -2.0394 -0.23
C 0.8306 0.5103 -2.5008 -0.18
C -0.0823 -0.7052 -2.2214 -0.17
C -1.5727 -0.3430 -1.9324 -0.08
C -1.9984 -0.6556 -0.5580 -0.28
N -2.6308 0.1545 0.2837 0.22
C -2.8048 -0.5353 1.3943 -0.37
N -3.3964 -0.1171 2.5290 0.20
N -2.2932 -1.7837 1.2696 0.17
N -1.7994 -1.8449 0.0066 0.15
O 1.6762 1.7474 -0.0893 -0.17
C 0.2864 1.7993 0.2458 -0.30
C 0.0849 2.8974 1.2787 -0.05
H 3.7154 -2.2991 1.2296 0.08
H 3.9700 -0.5576 1.4488 0.09
H 2.7558 -1.4535 2.3969 0.08
H 1.3623 -0.4990 0.8428 0.08
H 1.7066 -2.0679 0.1598 0.11
H 1.3164 0.3746 -3.4533 0.10
H 0.2382 1.4098 -2.6082 0.09
H 0.3213 -1.3532 -1.4527 0.07
H -0.0956 -1.2941 -3.1276 0.11
H -1.7697 0.7054 -2.1013 0.12
H -2.2105 -0.8954 -2.6135 0.13
H -3.9135 -0.7288 3.1271 0.12
H -3.2856 0.8470 2.7802 0.12
H -2.2366 -2.5448 1.9238 0.19
H -1.3540 -2.6181 -0.4647 0.19
H -0.0466 0.8661 0.6937 0.08
H -0.3376 2.0393 -0.6074 0.10
H 0.3567 2.5794 2.2734 0.08
H 0.6559 3.7591 0.9611 0.09
H -0.9550 3.2002 1.2286 0.08
```

The net charge is +1. Its spin multiplicity is 1. The SMILES is CCOP(=O)(CCCc1nc(N)[nH][nH+]1)OCC. Its maximum force is 1.7 eV Å⁻¹. The calculation puts the energy above the lowest of the compared OMol25 structures with the same formula, charge and spin at 0.0 kcal/mol. For the orbital gap, the calculation gives 9.19 eV.


(5)
Here is 2 unconnected molecules or ions with the total composition C9H20NO4S from OMol25. Energies are from ωB97M-V/def2-TZVPD.

Geometry as XYZ:
```
35
Properties=species:S:1:pos:R:3:lowdin_charge:R:1
C -1.4055 -1.8567 -1.2603 0.01
C -1.3827 -0.4400 -2.1489 -0.34
O -1.1138 -0.5113 -3.4572 0.02
N -1.7141 0.8200 -1.3744 -0.40
C -0.6017 1.8443 -1.4223 -0.10
S -3.2729 1.4830 -1.7992 1.10
C -4.5141 0.0811 -1.4217 -0.28
C -6.0672 0.6379 -1.2791 -0.13
O -7.1456 -0.1910 -1.3000 -0.02
H -0.9705 -2.7624 -1.8611 0.12
H -2.5112 -1.9864 -0.8996 0.08
H -0.7151 -1.6200 -0.3161 0.09
H -0.8348 2.6663 -0.6056 0.12
H -0.4063 2.3034 -2.4875 0.12
H 0.4072 1.3063 -1.0833 0.13
H -3.3515 1.7611 -3.1818 0.06
H -4.1719 -0.3348 -0.3588 0.14
H -4.4491 -0.7598 -2.2350 0.13
H -6.2503 1.8079 -1.1335 0.15
C 3.8470 0.5656 0.2300 -0.10
O 2.5100 0.3532 0.6734 -0.22
C 2.2594 -1.0154 1.0065 -0.19
C 2.3337 -1.2427 2.5213 -0.19
O 3.6576 -1.0262 3.0164 -0.19
C 3.8085 0.2594 3.6105 -0.10
H 4.0582 1.6369 0.2844 0.09
H 4.5751 0.0381 0.8508 0.09
H 3.9444 0.2365 -0.8097 0.09
H 2.9488 -1.6798 0.4723 0.13
H 1.2442 -1.2466 0.6677 0.09
H 2.0806 -2.2907 2.7308 0.13
H 1.6106 -0.6124 3.0509 0.12
H 3.3713 0.2530 4.6121 0.09
H 3.3448 1.0478 3.0141 0.08
H 4.8770 0.4744 3.6937 0.09
```

The net charge is +1. Its spin multiplicity is 1. Its maximum force is 9.7 eV Å⁻¹. The calculation puts the energy above the lowest of the compared OMol25 structures with the same formula, charge and spin at 140.7 kcal/mol. For the orbital gap, the calculation gives 6.78 eV.


(6)
Here is a molecular structure, C9H20O11Sr from OMol25. Energies are from ωB97M-V/def2-TZVPD.

Geometry as XYZ:
```
41
Properties=species:S:1:pos:R:3:lowdin_charge:R:1
Sr -0.3567 -0.2533 0.1419 1.55
C -4.0916 -0.7437 -2.6729 -0.04
C -2.6994 -0.7667 -1.9337 -0.72
O -1.9404 0.2726 -2.1219 -0.11
O -2.3075 -1.7645 -1.2791 -0.14
H -4.2321 0.0754 -3.3782 0.06
H -4.9740 -0.8146 -2.0370 0.04
H -4.1914 -1.6914 -3.2021 0.04
C 2.8577 -1.3239 -2.7980 -0.05
C 1.9966 -0.0691 -2.7922 -0.78
O 1.0163 -0.0383 -2.0231 -0.15
O 2.0999 0.7334 -3.7228 -0.06
H 3.2796 -1.5807 -3.7697 0.04
H 2.3178 -2.2179 -2.4858 0.05
H 3.7168 -1.0734 -2.1757 0.06
C 2.7722 0.9413 3.1379 -0.03
C 1.7132 0.8954 2.0704 -0.83
O 0.5322 0.8881 2.4288 -0.13
O 2.0333 0.5628 0.9210 -0.10
H 2.7867 1.9740 3.4862 0.07
H 3.7479 0.6034 2.7887 0.06
H 2.4620 0.2193 3.8932 0.06
C -0.5563 4.1700 0.8558 -0.04
C -0.7874 3.4067 -0.4342 -0.83
O -1.3953 3.9192 -1.3738 -0.08
O -0.3474 2.2840 -0.6379 -0.11
H -1.4339 4.4374 1.4443 0.05
H 0.0094 5.0767 0.6416 0.06
H 0.1192 3.5292 1.4226 0.05
C 1.5907 -2.9902 0.9060 -0.16
O 0.6044 -2.8718 -0.1117 -0.15
H 1.5686 -2.0128 1.3880 0.05
H 1.2459 -3.5752 1.7587 0.07
H 2.6303 -3.1998 0.6544 0.09
H 0.4070 -3.7714 -0.3826 0.09
O -1.1327 -1.7227 2.3297 -0.08
H -1.1935 -2.6660 2.4803 0.05
H -1.0332 -1.3460 3.2040 0.05
O -2.6944 0.5492 1.0359 -0.10
H -2.9125 0.8843 1.9056 0.05
H -3.2284 1.0710 0.4369 0.06
```

The net charge is -2. Its spin multiplicity is 1. Its maximum force is 4.4 eV Å⁻¹. The calculation puts the energy above the lowest of the compared OMol25 structures with the same formula, charge and spin at 27.0 kcal/mol. For the orbital gap, the calculation gives 4.64 eV.


Among the records above, which one has the highest energy above the lowest of the compared OMol25 structures with the same formula, charge and spin? C9H20NO4S


maximum force of number 5 (C9H20NO4S)? 9.7 eV Å⁻¹